[1]
This record from the Open Molecules 2025 dataset describes a cluster of 2 separate species, C4H10NO3 in total. The level of theory is the ωB97M-V functional and the def2-TZVPD basis.

```
18
Properties=species:S:1:pos:R:3:forces:R:3
C -1.470858 -0.336632 1.955952 0.7 0.1 -1.5
C 2.198585 0.088688 -1.067643 -0.9 0.3 1.9
C -0.802635 0.390327 0.789657 -2.4 2.7 0.0
C -1.221522 -0.140980 -0.565286 1.7 0.1 -1.8
N -1.636749 0.799070 -1.398263 -0.4 -1.1 -0.2
O -1.916116 0.218035 -2.683761 -0.4 0.9 -0.4
O -1.217673 1.827084 0.815737 1.6 -1.1 2.2
O -0.930569 -1.318215 -0.931664 -0.2 -0.5 0.8
H -1.214784 0.339894 2.806446 -1.1 -0.9 -0.2
H -0.803258 -1.208465 1.949591 -0.8 -0.5 0.7
H -2.533465 -0.593183 1.617819 1.3 0.5 1.3
H 2.101552 0.570279 -2.004630 0.4 -0.1 -1.2
H 3.153631 -0.159241 -0.674740 1.4 0.3 -0.3
H 1.766218 0.811720 -0.367172 0.0 -0.2 0.0
H 0.249758 0.427690 1.016399 0.5 -0.2 -0.5
H -1.834596 1.953321 0.120407 -0.8 0.0 -1.5
H 1.652414 -0.827808 -0.937867 -0.8 -0.2 -0.5
H -1.489556 -0.649216 -2.789492 0.2 0.0 1.1
```
Forces are in eV/Å.

Net charge: -1
HOMO energy, Eh: -0.12358
E, Ha: -438.8537
Relative energy (zero: lowest compared OMol25 entry of this formula, charge and spin), kcal per mole: 82.55
LUMO, eV: 3.96

[2]
This record from the Open Molecules 2025 dataset describes a cluster of 2 separate species, C4H10NO3 in total. The level of theory is the ωB97M-V functional and the def2-TZVPD basis.

```
18
Properties=species:S:1:pos:R:3:forces:R:3
O -2.322638 -0.336979 -0.485135 0.2 0.2 0.2
C -1.205538 -0.611077 -0.026616 -0.4 -0.3 0.0
N -0.345507 -1.408603 -0.679156 0.3 0.1 -0.2
C 1.196102 -1.481919 -0.449079 -0.4 0.3 -0.6
O 1.851438 -0.383047 -0.734200 -0.2 0.2 0.1
C -0.781759 -0.140666 1.348171 -0.3 -0.2 0.0
C -0.308760 1.305260 1.351831 0.5 0.1 0.2
H -0.665140 -1.596147 -1.622022 0.1 0.0 0.0
H 1.415806 -2.332886 -1.140916 0.1 -0.2 0.4
H 1.258834 -1.815859 0.608825 0.1 -0.3 -0.1
H -1.668892 -0.264369 1.979679 0.1 0.2 0.0
H -0.027494 -0.817789 1.732191 0.3 0.1 0.1
H 0.157200 1.540579 2.316088 -0.4 0.1 0.0
H -1.137222 1.969918 1.131589 -0.1 0.2 0.1
H 0.480796 1.496553 0.627300 -0.1 -0.3 -0.2
H 1.438678 1.822657 -1.953020 0.0 -0.1 0.0
H 0.158030 1.103512 -1.837025 0.1 0.3 -0.1
O 0.506069 1.950870 -2.168508 0.0 -0.3 0.1
```
Forces are in eV/Å.

Net charge: -1
HOMO energy, Eh: -0.13202
E, Ha: -438.9308
Relative energy (zero: lowest compared OMol25 entry of this formula, charge and spin), kcal per mole: 34.16
LUMO, eV: 4.11

[3]
This record from the Open Molecules 2025 dataset describes a cluster of 2 separate species, C4H10NO3 in total. The level of theory is the ωB97M-V functional and the def2-TZVPD basis.

```
18
Properties=species:S:1:pos:R:3:forces:R:3
C 0.531822 -2.341692 -1.308222 -2.8 0.4 1.7
C 1.427694 -2.337093 -2.192339 1.3 0.3 -2.3
C -1.997676 1.003988 0.584562 -1.6 0.5 -2.0
C 0.583863 1.129516 0.281653 0.2 -1.5 4.4
N -0.684685 0.264280 0.473708 -1.5 -1.7 0.6
O -0.319104 -2.255520 -0.491493 0.5 -0.4 -0.6
O 1.596912 0.263872 0.665081 -0.2 -1.3 -1.2
O 0.485386 2.134485 1.195755 -0.7 0.4 1.2
H 2.405017 -2.336867 -1.790698 1.1 -0.1 0.2
H 1.285031 -2.194904 -3.271623 -0.2 -0.3 0.7
H 0.657315 1.497315 -0.683655 0.0 0.6 -2.0
H -2.651909 0.488815 1.290770 0.3 -0.1 0.0
H -1.745694 1.981415 0.968845 -0.3 0.3 0.0
H -2.648324 1.097451 -0.385601 1.8 -0.2 1.5
H -0.753459 -0.602835 -0.229615 0.5 1.5 2.0
H -0.677330 -0.094450 1.507567 1.0 0.0 -2.6
H 2.250530 0.575052 1.299267 -0.2 0.7 -0.1
H 0.254613 1.727173 2.086037 0.7 0.9 -1.3
```
Forces are in eV/Å.

Net charge: +1
HOMO energy, Eh: -0.49413
E, Ha: -438.5633
Relative energy (zero: lowest compared OMol25 entry of this formula, charge and spin), kcal per mole: 62.15
LUMO, eV: -3.43

[4]
This record from the Open Molecules 2025 dataset describes a cluster of 3 separate species, C4H10NO4S in total. The level of theory is the ωB97M-V functional and the def2-TZVPD basis.

```
20
Properties=species:S:1:pos:R:3:forces:R:3
O 1.590139 1.491939 -1.591172 0.0 -0.2 0.4
C 2.125656 1.239445 -0.529886 1.2 0.1 1.3
N 1.488340 0.671128 0.587493 2.0 0.7 -0.1
C 0.040430 0.781445 0.645187 -0.9 1.1 2.0
C -0.376636 1.973311 1.614117 1.7 1.0 0.3
S 0.304242 1.761148 3.305894 0.3 -0.6 0.3
C -0.466194 -0.533865 1.167882 0.7 -2.0 -0.7
O -0.800033 -1.402285 0.369122 -0.4 0.7 0.8
H 3.283467 1.516613 -0.411501 -2.1 -0.9 0.3
H 1.978801 0.605031 1.557285 -1.2 0.7 -2.1
H -0.374379 0.871019 -0.346039 0.2 0.2 -0.4
H 0.219987 2.936252 1.336272 -1.7 -1.5 -0.4
H -1.462779 2.109999 1.803368 0.6 0.0 -1.0
H -0.323593 -0.835991 2.235365 -0.3 0.8 -0.4
H -2.237967 -1.448173 -2.381551 -0.2 -0.7 0.6
H -2.526431 -2.733211 -1.517373 0.4 0.7 -0.4
O -2.880486 -2.154412 -2.210807 -0.5 0.1 -0.2
H -0.047903 -1.709937 -2.390683 0.4 1.4 -0.3
H 0.560253 -2.582195 -1.247209 -1.2 0.5 -1.2
O -0.094916 -2.557261 -1.995766 1.1 -2.0 1.2
```
Forces are in eV/Å.

Net charge: -1
HOMO energy, Eh: -0.11561
E, Ha: -912.3354
Relative energy (zero: lowest compared OMol25 entry of this formula, charge and spin), kcal per mole: 23.14
LUMO, eV: 3.19

[5]
This record from the Open Molecules 2025 dataset describes a cluster of 3 separate species, C4H10NO6 in total. The level of theory is the ωB97M-V functional and the def2-TZVPD basis.

```
21
Properties=species:S:1:pos:R:3:forces:R:3
C -0.947303 -0.841333 -0.140763 0.9 -0.3 -2.1
C 3.223367 -1.492550 -0.198011 -0.4 -0.8 -1.4
C 3.221133 0.856517 0.101424 3.4 -1.3 3.4
C -1.470744 0.567464 0.245727 -0.5 0.5 -0.2
N 2.630397 -0.231424 -0.122693 -1.6 2.5 -0.7
O 0.147919 -1.071641 -0.650727 -1.3 0.1 1.5
O -4.004316 3.004599 0.087836 -0.8 0.1 0.4
O -0.711730 1.447194 0.576103 -0.6 -0.7 -0.2
O -2.789989 0.590734 0.062235 0.7 0.7 0.5
O -1.753915 -2.997595 -0.197430 0.8 -2.3 -0.6
O -1.981228 -1.649954 -0.106672 -1.5 0.8 1.1
H 2.425792 -2.192264 -0.281241 -0.4 -0.9 0.7
H 3.612624 -1.483990 -1.195171 1.1 -0.5 -0.5
H 3.907548 -1.623767 0.579124 1.2 -0.6 1.0
H 4.266403 0.656876 0.643881 -1.9 1.0 -1.7
H 2.811794 1.836587 0.178927 -0.7 0.4 -0.6
H 1.657407 -0.256594 -0.439155 -0.7 0.3 -0.1
H -4.950872 3.180376 0.346008 1.7 0.0 -0.2
H -3.409737 3.674779 0.472390 -0.8 -0.2 -0.1
H -3.242012 1.479646 0.233030 0.5 -0.3 -0.2
H -2.642535 -3.453659 -0.194813 0.8 1.4 0.0
```
Forces are in eV/Å.

Net charge: +1
HOMO energy, Eh: -0.51747
E, Ha: -664.2472
LUMO, eV: -4.30

[6]
This record from the Open Molecules 2025 dataset describes a structure of composition C4H10NOPS. The level of theory is the ωB97M-V functional and the def2-TZVPD basis.

```
18
Properties=species:S:1:pos:R:3:forces:R:3
C -1.903018 0.033571 -1.255398 1.4 1.0 1.4
C -1.759821 0.155398 1.279386 -0.9 0.5 1.8
C 0.811225 -1.309279 0.189776 -0.5 -0.5 0.2
C 1.904032 0.728046 -0.453388 -1.4 -1.0 -1.1
N 0.637841 0.067140 -0.022309 -0.5 3.6 -0.8
O 2.082416 2.004914 -0.008220 -0.1 1.1 1.9
P -0.712586 1.092005 -0.016551 -1.4 -2.0 -0.3
S -2.556068 -0.941834 0.057840 -0.8 -0.4 1.2
H -2.719510 0.488947 -1.753954 -0.3 0.9 -0.8
H -1.236252 -0.511478 -1.887906 0.2 -0.3 -0.7
H -1.287081 -0.539537 2.014691 0.4 0.9 -0.6
H -2.422525 0.860228 1.978473 1.0 -1.4 -1.9
H 1.087752 -1.828169 -0.664910 1.0 -0.7 -2.3
H 1.663716 -1.288127 0.805463 0.8 -1.4 1.6
H -0.031453 -1.937061 0.431663 -0.5 0.6 1.2
H 1.882346 2.069379 0.957916 0.3 -0.2 -1.1
H 2.592274 -0.011662 -0.097077 1.4 0.0 0.0
H 1.966719 0.867522 -1.555497 0.0 -0.6 0.5
```
Forces are in eV/Å.

HOMO energy, Eh: -0.30915
E, Ha: -1027.8647
Relative energy (zero: lowest compared OMol25 entry of this formula, charge and spin), kcal per mole: 66.16
LUMO, eV: 0.69

[7]
This record from the Open Molecules 2025 dataset describes the ion C4H10NOS with charge -1. The level of theory is the ωB97M-V functional and the def2-TZVPD basis.

```
17
Properties=species:S:1:pos:R:3:forces:R:3
O 1.582741 -2.549790 -0.598015 -0.2 0.6 -0.6
C 0.361745 -2.052989 -0.670876 1.2 -0.2 2.9
N -0.018923 -1.179664 0.697147 0.4 -0.4 -1.1
C 0.910676 -0.054960 0.859015 0.2 -0.1 1.1
C 0.960689 1.021990 -0.283383 -1.0 -2.6 0.7
C -0.460736 1.246628 -0.919899 1.4 0.4 1.7
S -1.657804 1.834316 0.370162 0.3 0.6 -0.9
H -0.379200 -2.852909 -0.522634 -0.8 0.2 -0.7
H 0.141845 -1.274379 -1.395968 -0.2 -0.2 -1.0
H 0.336709 -1.896122 1.337011 -0.3 0.3 0.1
H 0.713150 0.409299 1.849125 -0.3 0.2 -0.4
H 1.931579 -0.433238 1.029963 0.1 0.1 -0.6
H 1.572186 0.429642 -0.980226 0.1 0.9 -0.5
H 1.485485 1.838972 0.208316 -0.2 0.5 -0.7
H -0.819105 0.262811 -1.175261 -0.1 0.0 -0.6
H -0.358242 1.960468 -1.729469 -0.5 0.0 -0.2
H -1.120870 0.983981 1.219571 -0.2 -0.5 0.6
```
Forces are in eV/Å.

Net charge: -1
HOMO energy, Eh: -0.10728
E, Ha: -686.5481
Relative energy (zero: lowest compared OMol25 entry of this formula, charge and spin), kcal per mole: 73.13
LUMO, eV: 3.34